19
Properties=species:S:1:pos:R:3 method="wB97M-V/def2-TZVPD" charge=0 lumo_energy_ev=1.0 e_homo_ev=-8.9140 de_lowest_kcal_mol=91.5 smiles="[H]/N=N/N(C)C.C=C=C" multiplicity=1
C 0.1677 -2.3614 -1.0370
C 0.8879 -0.0041 -0.9362
N 0.4663 -1.1917 -0.2362
N 0.8574 -1.2603 1.0107
N 0.8917 -2.4078 1.5482
H 1.1586 -2.2907 2.5270
H -0.7801 -2.2223 -1.5531
H 0.1028 -3.2110 -0.3581
H 0.9569 -2.5410 -1.7708
H 0.1167 0.3046 -1.6431
H 1.8193 -0.1876 -1.4837
H 1.0569 0.7843 -0.2129
C -1.8009 1.3079 0.8263
C -0.3990 3.4298 0.3502
C -1.0962 2.3653 0.5867
H 0.2875 3.8301 1.0791
H -0.4733 3.9637 -0.5839
H -2.7754 1.3754 1.2836
H -1.4448 0.3167 0.6032

***

19
Properties=species:S:1:pos:R:3 method="wB97M-V/def2-TZVPD" charge=0 lumo_energy_ev="0.7 / 0.8" e_homo_ev="-8.2630 / -7.8622" de_lowest_kcal_mol=148.8 multiplicity=1
C 2.6829 1.9026 -1.3754
C 1.8441 -1.2583 0.8884
C -1.4928 -1.3460 0.1990
C -1.1374 1.0285 -0.1451
C -0.5551 -0.1753 0.6175
N 2.8689 0.7259 -1.1670
N 0.8214 -0.4675 0.2017
N 1.8923 0.1989 0.6389
H 3.0964 2.3234 -2.3883
H 2.2378 2.4528 -0.6364
H 1.8297 -1.5206 1.9363
H 2.2480 -1.9598 0.1215
H -1.0259 -2.3794 0.3474
H -2.3413 -1.1637 0.8548
H -1.9462 -1.0750 -0.7497
H -1.0505 0.8424 -1.2561
H -0.6937 2.0953 0.0704
H -2.2361 0.9922 0.1445
H -0.5476 -0.1404 1.7715

***

20
Properties=species:S:1:pos:R:3 method="wB97M-V/def2-TZVPD" charge=0 lumo_energy_ev="0.5 / 0.5" e_homo_ev="-6.9359 / -6.9367" de_lowest_kcal_mol=158.1 multiplicity=1
C -0.2044 -1.0122 2.1721
C -0.4767 2.0436 -1.5276
C 0.7519 -1.5242 -1.5101
N 0.0001 -0.1597 1.0089
C -1.1421 -0.1826 -0.0205
C -0.0873 -0.4033 -1.0134
N 0.9841 0.8402 1.1392
N -0.6348 0.6016 -1.6675
O -2.2967 -0.5125 0.1677
H 1.8006 0.4904 1.6390
H 0.6080 1.6332 1.6595
H -1.0401 -1.6993 2.0312
H -0.4364 -0.3943 3.0453
H 0.6880 -1.6073 2.3876
H -0.4860 2.5078 -2.5177
H -1.3460 2.4581 -1.0126
H 0.4519 2.3234 -1.0247
H 0.8325 -2.3111 -0.7590
H 1.7385 -1.1440 -1.7893
H 0.2951 -1.9478 -2.4082

***

20
Properties=species:S:1:pos:R:3 method="wB97M-V/def2-TZVPD" charge=0 lumo_energy_ev="-0.7 / -0.7" e_homo_ev="-8.3634 / -8.3630" de_lowest_kcal_mol=111.6 multiplicity=1
C -0.8211 -1.5907 1.7337
C -0.5523 -0.1672 1.2904
O -1.5741 0.5884 1.1033
H 0.3378 0.2772 1.7637
H 0.0923 -2.1810 1.7141
H -1.1954 -1.5471 2.7602
H -1.5858 -2.0523 1.1102
C 0.2379 -0.5140 -0.4956
C 0.7040 1.4341 -0.7255
N -0.8333 -0.7024 -1.3357
N -0.2309 2.2110 -0.2250
C 1.8100 1.5298 -1.4335
N 1.3100 -1.2083 -0.4340
H -0.8798 -1.5297 -1.9117
H -1.7079 -0.2704 -1.0746
H 0.1291 2.8975 0.4325
H -1.0590 1.6649 0.2677
H 1.3058 -2.0138 -1.0670
H 2.0275 2.4735 -1.9214
H 2.4851 0.7005 -1.5518

***

21
Properties=species:S:1:pos:R:3 method="wB97M-V/def2-TZVPD" charge=-2 lumo_energy_ev=6.5 e_homo_ev=1.4895 de_lowest_kcal_mol=0.0 multiplicity=1
C -0.4588 0.7519 0.9477
C 0.2066 -0.5638 0.2856
C 0.7059 -1.6258 1.2756
C 1.5044 -0.1193 -0.4500
C -0.7009 2.4921 -0.6229
N -0.0312 2.0399 0.5127
N -0.7193 -1.2945 -0.5817
N -0.4228 -1.5342 -1.7934
O -1.8467 -1.8291 0.0412
O -1.2728 -2.0884 -2.5562
H -1.6111 0.6776 0.8556
H -0.3772 0.6766 2.1123
H 1.3629 -1.1199 2.0893
H 1.3740 -2.3455 0.8056
H -0.1850 -2.0155 1.8692
H 2.1768 0.2692 0.3415
H 1.1141 0.7122 -1.0771
H 2.0325 -0.9314 -0.9189
H -1.1778 3.4888 -0.6329
H -0.0496 2.5460 -1.6366
H -1.6238 1.8131 -0.8667

***

23
Properties=species:S:1:pos:R:3 method="wB97M-V/def2-TZVPD" charge=+1 lumo_energy_ev=-4.5 e_homo_ev=-12.8780 de_lowest_kcal_mol=41.9 multiplicity=1
C -1.6473 -1.3053 -1.5186
C -0.4594 1.6697 0.1075
C 1.9463 1.0293 -0.4511
C 3.5523 -0.5097 -1.3811
C -1.9055 3.9658 0.0676
N 2.2004 -0.1042 -1.0997
N -2.5491 -1.4189 -0.5243
N 0.4253 1.0452 -0.3333
O -0.4176 -1.5023 -1.3232
O 2.4931 2.0166 -0.1202
P -2.5325 -2.3876 0.7305
S -1.9160 2.1862 0.5329
H -2.0563 -0.9113 -2.4377
H 4.0883 -1.2126 -0.6518
H 3.6194 -0.9371 -2.3758
H 4.1171 0.5419 -1.2608
H -0.9030 4.2895 0.1951
H -2.3456 4.4670 0.9533
H -2.4886 4.0255 -0.8278
H 1.3949 -0.8086 -1.1631
H -3.2918 -1.7788 1.5658
H -1.4575 -2.9412 1.4025
H -3.3434 -3.5673 0.4352

***

| no. | strongest force on any atom (Eh/bohr) |
| --- | --- |
| 1 | 0.041 |
| 2 | 0.073 |
| 3 | 0.101 |
| 4 | 0.035 |
| 5 | 0.068 |
| 6 | 0.076 |